86
Properties=species:S:1:pos:R:3 method="wB97M-V/def2-TZVPD" gap_ha="0.23139 / 0.22828" e_tot_ev=-182082.2481 lumo_ev="-4.6 / -4.7" charge=+1 homo_energy_ev="-10.94 / -10.94"
Pt 0.901 -0.666 0.769
C 5.819 -0.564 -2.112
C 6.144 -0.094 -0.843
C 5.216 -0.141 0.180
C 3.943 -0.652 -0.071
C 3.613 -1.126 -1.332
C 4.555 -1.082 -2.350
N 2.959 -0.710 0.970
N 3.433 -0.652 2.154
C 2.454 -0.686 3.120
C 2.835 -0.678 4.464
C 1.856 -0.744 5.430
C 0.511 -0.822 5.050
C 0.131 -0.817 3.713
C 1.095 -0.745 2.717
H 6.551 -0.531 -2.909
H 7.130 0.309 -0.651
H 5.458 0.222 1.168
H 2.635 -1.538 -1.516
H 4.298 -1.461 -3.331
H 3.887 -0.628 4.714
H 2.125 -0.749 6.478
H -0.255 -0.895 5.813
H -0.918 -0.902 3.472
C 2.068 2.744 -1.148
N 1.591 3.477 0.015
C 2.452 4.551 0.491
C 0.463 3.066 0.652
O -0.051 1.965 0.414
N -0.051 3.886 1.637
C -1.012 3.263 2.536
C -0.336 5.293 1.361
H 1.985 3.350 -2.055
H 1.487 1.838 -1.272
H 3.117 2.477 -1.007
H 3.489 4.248 0.351
H 2.287 4.726 1.550
H 2.301 5.485 -0.057
H -0.642 2.295 2.865
H -1.987 3.120 2.056
H -1.132 3.909 3.405
H 0.122 5.611 0.430
H 0.021 5.935 2.166
H -1.417 5.437 1.261
C 0.250 -4.342 -0.184
O -0.535 -4.209 1.006
C -1.567 -3.373 1.106
O -2.115 -3.227 2.165
C -1.919 -2.430 -0.036
C -2.467 -2.835 -1.188
As -3.068 -1.682 -2.727
C -4.705 -1.017 -1.898
C -1.706 -0.370 -2.146
C -2.065 0.314 -0.990
As -1.494 -0.587 0.618
C -2.895 -0.296 1.913
C -3.060 1.411 -1.070
O -3.493 1.829 -2.116
O -3.356 1.920 0.123
C -4.260 3.042 0.102
C -0.294 -0.766 -2.337
O 0.572 -0.691 -1.478
O 0.098 -1.190 -3.526
C -0.620 -0.859 -4.742
C -2.794 -4.311 -1.325
O -3.381 -4.882 -0.453
O -2.473 -4.961 -2.455
C -1.433 -4.508 -3.333
H 1.150 -4.864 0.122
H 0.521 -3.369 -0.593
H -0.271 -4.945 -0.924
H -5.461 -1.783 -2.062
H -5.008 -0.101 -2.398
H -4.595 -0.852 -0.829
H -3.838 -0.200 1.384
H -2.682 0.619 2.460
H -2.905 -1.167 2.560
H -4.456 3.279 1.142
H -5.181 2.780 -0.412
H -3.799 3.886 -0.405
H 0.143 -0.678 -5.492
H -1.227 0.033 -4.610
H -1.243 -1.694 -5.044
H -0.872 -5.391 -3.624
H -0.759 -3.810 -2.836
H -1.867 -4.047 -4.215